An isolated ion of composition C5NO2S and charge -1 at a distorted geometry. Source: OMol25; level of theory: ωB97M-V/def2-TZVPD.

Last column: natural (NBO) charge in e.
Positions of all 9 atoms, in Å:
N 2.42466 -1.55557 0.90181  -0.561
C -2.74469 -0.34972 0.45029  -0.565
C -1.79657 -0.48730 -0.43151  -0.075
O 0.57507 2.12035 -0.95246  -0.554
S -0.34404 -0.56955 -1.09152  0.347
C 0.98696 1.04173 -1.07806  0.450
C -3.48634 -0.50452 1.47033  0.054
C 2.25597 -0.46353 0.55412  0.566
O 2.12899 0.76811 0.17700  -0.660

Forces on the atoms, in the same order (eV/Å):
N -0.046 -0.405 0.094
C -1.155 0.284 0.803
C 3.413 -0.818 -0.585
O 0.256 0.442 -0.283
S -3.713 -1.415 -0.053
C 0.192 1.410 0.121
C 0.242 0.229 -0.604
C 0.234 2.038 -0.621
O 0.576 -1.765 1.126

frontier orbital gap = 6.71 eV
relative energy (zero: lowest compared OMol25 entry of this formula, charge and spin) = 31.3 kcal per mole
net charge = -1
2S+1 = 1
E_HOMO = -0.165 Ha

---

An isolated ion of composition C5NO3 and charge -1 at a distorted geometry. Source: OMol25; level of theory: ωB97M-V/def2-TZVPD.

Last column: natural (NBO) charge in e.
Positions of all 9 atoms, in Å:
C -1.28279 0.62001 -0.15667  0.409
N 2.32279 1.72940 0.21201  -0.402
O -2.39581 1.09260 -0.07579  -0.637
C -0.92581 -1.05151 -0.39348  0.059
C -0.08258 1.16339 0.00076  -0.244
O 1.37501 -2.04720 -0.45697  -0.570
C 1.18506 1.43283 0.22522  0.176
O -0.57572 -1.76487 0.86978  -0.479
C 0.31440 -1.65080 -0.10219  0.687

Forces on the atoms, in the same order (eV/Å):
C 0.212 -0.247 0.455
N 0.027 0.015 0.612
O -1.139 -0.769 -0.391
C -0.585 2.668 0.328
C -0.276 -0.980 -0.048
O 0.604 -0.290 0.739
C 1.212 0.183 -0.916
O -0.180 -0.452 1.172
C 0.124 -0.128 -1.952

frontier orbital gap (spin up / spin down) = 7.18 / 7.34 eV
relative energy (zero: lowest compared OMol25 entry of this formula, charge and spin) = 81.2 kcal per mole
net charge = -1
2S+1 = 1
E_HOMO (spin up / spin down) = -0.166 / -0.155 Ha